Record 1
2 unconnected molecules or ions with the total composition ClPS at a distorted geometry, computed with ωB97M-V/def2-TZVPD.

The geometry in ORCA input format:
```
! RIJCOSX wB97M-V def2-TZVPD def2/J DEFGRID3
* xyz 0 1
P -0.5406 -0.1154 -0.4387
S -0.6916 -1.4028 -1.8660
Cl 1.2322 1.5181 2.3047
*
```

For the energy relative to the best compared isomer or geometry (same formula, charge and spin), the calculation gives 50.4 kcal/mol. The LUMO energy (alpha / beta) comes out at -2.37 / -3.79 eV.

***

Record 2
A molecular structure, Co2H18O17P2 at a distorted geometry, computed with ωB97M-V/def2-TZVPD.

The geometry in ORCA input format:
```
! RIJCOSX wB97M-V def2-TZVPD def2/J DEFGRID3
* xyz -2 7
Co -13.5470 24.3437 11.2550
Co -14.7234 20.9474 11.8039
P -15.8636 23.2501 11.2799
O -14.6176 22.9988 12.1794
O -15.3115 24.3930 10.4309
O -17.0872 23.4550 12.2439
O -15.9333 21.9251 10.5013
P -12.3896 21.6765 9.7547
O -12.9543 23.1303 9.8983
O -10.8787 21.6005 9.6260
O -12.8949 21.1650 8.4035
O -13.0757 20.8023 10.8697
O -16.9256 25.8676 13.2876
H -16.9955 24.9216 12.9626
H -17.6662 26.3197 12.8775
O -17.8079 23.1332 14.8964
H -17.5453 23.3774 13.9808
H -18.6575 22.6948 14.7968
O -18.6722 21.6178 10.8628
H -18.4219 22.2581 11.5370
H -17.8370 21.4323 10.3983
O -12.7965 25.9186 10.1226
H -12.8865 25.6612 9.1911
H -12.0044 26.4627 10.1619
O -16.2611 20.7754 13.1350
H -16.9224 21.4801 13.0058
H -16.7314 20.0631 13.5756
O -16.2393 25.7610 7.8052
H -16.1667 26.5991 7.3387
H -16.2369 25.9992 8.7428
O -14.1702 25.8921 12.6664
H -15.1365 25.8037 12.8079
H -14.0109 26.8382 12.6734
O -14.8661 23.4371 14.8852
H -14.8009 23.5827 13.9139
H -15.7957 23.2589 15.0509
O -18.6684 25.0583 10.7224
H -19.2549 25.3807 11.4118
H -18.0536 24.4363 11.1884
*
```

The LUMO energy (alpha / beta) comes out at 4.24 / 4.24 eV.

***

Record 3
A molecular structure, CoF2H3NO7S2 at a distorted geometry, computed with ωB97M-V/def2-TZVPD.

The geometry in ORCA input format:
```
! RIJCOSX wB97M-V def2-TZVPD def2/J DEFGRID3
* xyz -2 4
Co -5.2778 19.7333 4.5039
O -7.1544 20.0314 4.9766
H -7.5232 20.8137 5.4039
O -5.3080 18.9729 2.7247
H -4.5401 18.6038 2.2722
O -4.9102 18.1830 5.6545
H -4.7422 17.9108 6.5630
N -4.1473 21.4602 4.5392
S -3.2680 22.3429 3.5207
O -1.9915 22.7013 4.0165
O -3.9881 23.3420 2.8039
F -2.9776 21.2200 2.4476
S -4.0839 22.3071 5.9640
O -4.3876 23.6921 5.8434
O -3.0125 21.8818 6.7902
F -5.3418 21.6874 6.6239
*
```

For the energy relative to the best compared isomer or geometry (same formula, charge and spin), the calculation gives 0.0 kcal/mol. The LUMO energy (alpha / beta) comes out at 5.53 / 5.53 eV.

***

Record 4
A molecular structure, CoF4IN2O8S4 at a distorted geometry, computed with ωB97M-V/def2-TZVPD.

The geometry in ORCA input format:
```
! RIJCOSX wB97M-V def2-TZVPD def2/J DEFGRID3
* xyz -1 4
Co -10.6874 -4.1310 -16.5694
I -7.9090 -4.3402 -17.3445
N -11.8864 -5.3252 -17.5569
S -12.9728 -6.4192 -17.4295
O -12.5170 -7.7638 -17.5544
O -14.3271 -6.1237 -17.8018
F -13.1419 -6.3685 -15.7948
S -11.9526 -5.5207 -19.3109
O -13.1841 -5.0693 -19.8920
O -11.1924 -6.5463 -19.9523
F -10.9752 -4.2768 -19.5226
N -10.5047 -4.4880 -14.6999
S -10.4805 -5.7911 -13.8482
O -11.7658 -6.0039 -13.2086
O -9.2466 -6.2707 -13.2294
F -10.4759 -6.7908 -15.0872
S -9.9148 -3.5781 -13.2652
O -8.6285 -3.9140 -12.6844
O -11.0041 -3.2861 -12.2731
F -9.7453 -2.1898 -14.0453
*
```

For the energy relative to the best compared isomer or geometry (same formula, charge and spin), the calculation gives 40.0 kcal/mol. The LUMO energy (alpha / beta) comes out at 1.09 / 0.50 eV.

***

Record 5
A molecular structure, CoFPb2 at a distorted geometry, computed with ωB97M-V/def2-TZVPD.

The geometry in ORCA input format:
```
! RIJCOSX wB97M-V def2-TZVPD def2/J DEFGRID3
* xyz 5 4
Pb 0.0226 -4.1881 -2.3416
Pb -3.0683 3.6148 0.1900
Co 3.0798 0.6576 2.0726
F -0.0340 -0.0843 0.0791
*
```

The LUMO energy (alpha / beta) comes out at -19.58 / -19.86 eV.

***

Record 6
A molecular structure, CrN3O9 at a distorted geometry, computed with ωB97M-V/def2-TZVPD.

The geometry in ORCA input format:
```
! RIJCOSX wB97M-V def2-TZVPD def2/J DEFGRID3
* xyz 0 4
Cr 0.2477 -0.7975 -0.4901
N -1.2209 0.1510 1.3534
O 0.0385 0.3730 1.2025
O -1.9271 0.7385 2.0735
O -1.6322 -0.6960 0.4746
N -1.2324 1.6044 -1.7867
O -0.2773 0.7240 -1.5519
O -1.5008 1.8843 -2.9339
O -1.7930 2.0706 -0.7940
N 2.3843 -1.5321 0.6517
O 1.2417 -2.1426 0.7064
O 3.3910 -1.9607 1.0760
O 2.2805 -0.4168 0.0183
*
```

The LUMO energy (alpha / beta) comes out at -3.56 / -2.18 eV.

***

Here are the calculated E_tot numbers, same order: -1199.63985 -4738.46813 -2962.13089 -4384.08296 -1865.59977 -1885.54526 (hartree).